(1)
Molecular formula: C41H54N8Ta
Method: DFT, ωB97M-V/def2-TZVPD

Calculated values
- gap between HOMO and LUMO (eV) = 5.3
- spin multiplicity = 1
- net charge = +3
- relative energy (zero: lowest compared OMol25 entry of this formula, charge and spin) (eV) = 0.000
- HOMO (eV) = -15.37

Geometry as XYZ:
```
104
Properties=species:S:1:pos:R:3:lowdin_charge:R:1
Ta 0.299 0.287 -0.223 2.04
N 0.186 -0.524 1.654 -0.06
N 0.049 -3.639 -1.101 -0.01
N 1.048 -1.820 -0.914 -0.08
N 0.315 1.910 -1.443 -0.07
N 1.228 -3.071 -0.787 0.17
N -0.212 -1.534 -1.273 -0.08
N 2.193 0.850 0.295 -0.07
N -1.689 0.692 0.053 -0.06
C 1.283 -1.030 2.397 -0.19
C -0.327 3.328 -3.169 -0.09
C -1.190 4.056 -4.151 -0.17
C -5.061 1.836 -1.211 -0.17
C -2.227 -0.696 2.010 0.07
C 1.957 4.325 -3.824 -0.16
C -2.532 1.386 -0.860 -0.19
C 5.715 3.715 0.398 -0.05
C 5.487 0.216 2.005 -0.16
C -5.617 -1.398 0.907 -0.06
C 5.451 0.894 3.378 -0.05
C -1.492 -2.481 4.404 -0.17
C 0.817 -1.856 3.468 -0.10
C 3.027 0.219 1.228 -0.19
C 1.043 3.473 -3.002 -0.09
C 4.397 1.598 0.112 -0.09
C -1.033 -5.377 -3.415 -0.05
C 1.430 2.632 -1.948 -0.18
C -5.149 -0.018 1.376 -0.17
C -0.940 -1.007 2.344 -0.19
C -1.724 5.379 -3.596 -0.05
C 2.146 -3.945 3.868 -0.06
C -0.844 -2.697 -1.376 -0.02
C -5.340 3.253 -0.699 -0.05
C -0.546 -1.837 3.439 -0.10
C -3.936 0.446 0.629 -0.11
C -2.093 2.137 -1.908 0.08
C 3.077 1.718 -0.398 -0.18
C -2.592 -5.391 -1.399 -0.06
C -3.902 1.210 -0.503 -0.10
C -0.056 -5.148 -1.084 -0.05
C 5.576 2.390 -0.356 -0.16
C 2.582 -0.697 2.169 0.07
C -0.769 2.424 -2.196 -0.19
C -1.189 -5.702 -1.932 -0.40
C 1.696 -2.593 4.428 -0.16
C 4.364 0.665 1.120 -0.10
C 2.705 2.519 -1.438 0.09
C -2.595 0.113 0.957 -0.19
C 2.560 3.531 -4.986 -0.06
C -1.909 -1.529 5.528 -0.06
H -3.276 -6.203 -1.640 0.10
H 2.665 -3.830 2.915 0.07
H -4.881 1.849 -2.288 0.12
H 6.578 4.270 0.034 0.09
H -5.806 -1.404 -0.167 0.08
H 3.157 2.691 -4.626 0.08
H -1.874 -2.868 -1.641 0.15
H 3.205 4.166 -5.591 0.09
H 2.824 -4.442 4.560 0.09
H -3.028 -4.500 -1.859 0.07
H 6.476 1.787 -0.225 0.12
H -1.043 -1.200 6.102 0.09
H 1.290 -4.603 3.709 0.08
H 0.917 -5.473 -1.449 0.14
H 3.326 -1.126 2.824 0.13
H -4.943 -0.029 2.448 0.12
H 5.457 -0.871 2.107 0.12
H -0.065 -5.694 -3.802 0.09
H -0.603 4.239 -5.053 0.12
H -1.011 -3.366 4.824 0.12
H 2.743 4.748 -3.196 0.12
H -2.015 3.414 -4.466 0.12
H 1.394 5.182 -4.197 0.12
H 5.851 3.550 1.466 0.07
H 6.433 0.433 1.511 0.12
H -2.842 2.613 -2.526 0.13
H -2.614 -5.272 -0.313 0.09
H 2.562 -1.980 4.686 0.12
H 4.832 4.344 0.270 0.08
H -0.912 6.050 -3.316 0.09
H -5.944 0.716 1.244 0.12
H -6.538 -1.686 1.410 0.09
H -2.597 -2.024 6.210 0.09
H -3.014 -1.101 2.630 0.13
H -2.405 -0.639 5.138 0.08
H 5.504 2.569 -1.431 0.12
H -1.147 -4.309 -3.626 0.07
H 4.534 0.666 3.923 0.07
H -5.572 3.249 0.367 0.09
H 1.153 -2.731 5.363 0.12
H -4.868 -2.165 1.120 0.07
H 5.511 1.978 3.283 0.08
H -1.032 -6.780 -1.818 0.15
H -4.478 3.906 -0.846 0.07
H -2.371 -2.851 3.871 0.12
H -0.150 -5.410 -0.031 0.14
H -1.803 -5.887 -3.993 0.10
H -2.333 5.880 -4.345 0.09
H 1.780 3.129 -5.634 0.08
H -5.938 1.203 -1.069 0.12
H -2.341 5.220 -2.709 0.07
H 3.476 3.128 -1.891 0.13
H -6.187 3.688 -1.225 0.09
H 6.293 0.564 3.984 0.09
```


(2)
Molecular formula: C24H42N7O7
Method: DFT, ωB97M-V/def2-TZVPD

Calculated values
- gap between HOMO and LUMO (eV) = 4.4
- spin multiplicity = 1
- net charge = +1
- HOMO (eV) = -9.75

Geometry as XYZ:
```
80
Properties=species:S:1:pos:R:3:lowdin_charge:R:1
O -1.418 -0.707 -5.430 0.11
O -3.568 2.595 -2.165 0.07
O -4.158 2.635 -0.092 0.02
O 1.609 -2.110 1.992 0.00
O -1.955 -0.239 -3.508 0.03
O -0.533 -1.007 -0.891 0.20
O 3.518 -1.228 2.384 0.14
N -1.998 -0.020 -4.711 -0.45
N -2.390 -0.476 5.756 -0.04
N 0.707 -4.060 -4.661 -0.06
N 0.277 1.960 4.783 -0.09
N 0.443 -0.233 -0.723 0.10
N -4.441 2.564 -1.336 -0.43
N 2.725 -2.009 2.561 -0.45
C 0.314 0.977 0.234 -0.36
C 2.602 -3.623 -5.822 -0.10
C -0.748 0.526 1.268 -0.03
C 1.632 1.370 0.912 -0.15
C 0.349 3.419 4.631 -0.05
C 1.581 -5.064 -4.237 -0.10
C 1.384 0.239 -3.037 0.02
C -2.788 0.813 5.680 -0.18
C 2.755 1.431 -0.093 -0.15
C 1.400 1.248 4.784 -0.11
C -2.994 0.930 -5.298 0.09
C 1.901 3.626 4.321 -0.05
C -2.683 -1.322 4.574 0.03
C -0.318 2.278 -0.461 0.03
C 2.569 2.279 4.391 -0.03
C 3.050 -3.266 3.438 0.07
C 1.559 -0.403 -1.695 -0.43
C 1.678 -1.844 -1.876 -0.05
C -5.806 2.645 -1.679 0.03
C -3.263 1.074 4.347 -0.04
C 2.904 -4.762 -4.948 -0.05
C 2.850 0.134 -0.902 -0.11
C -3.219 -0.272 3.595 0.02
C 1.275 -3.173 -5.578 -0.13
H 3.290 -0.816 -0.501 0.12
H -0.505 3.164 0.156 0.11
H 1.727 0.796 1.797 0.08
H -6.209 3.689 -1.525 0.14
H 3.331 -3.152 -6.517 0.09
H 0.571 -0.080 -3.641 0.06
H -0.702 1.416 1.974 0.11
H -1.305 1.981 -0.884 0.08
H 1.598 2.324 1.427 0.12
H -2.364 -2.176 4.466 -0.01
H 1.194 0.105 5.082 0.14
H 3.474 2.020 4.216 -0.02
H 2.257 0.262 -3.677 0.12
H 1.923 -2.287 -1.041 0.02
H 3.117 -4.240 3.125 0.06
H -1.735 0.450 0.692 0.11
H 3.678 -5.374 -4.778 0.02
H -2.836 1.534 6.602 0.15
H 0.616 -2.567 -5.933 0.02
H 0.276 2.708 -1.172 0.04
H -2.762 1.060 -6.279 0.08
H -3.084 1.614 -4.564 0.04
H 0.888 -2.504 -2.267 0.10
H 4.098 -2.982 3.856 0.12
H 3.923 1.598 0.275 0.19
H 1.313 -5.874 -3.502 0.10
H -0.696 1.685 4.794 0.08
H -0.572 4.149 4.457 0.12
H 3.690 0.174 -1.606 0.12
H 2.479 -3.031 4.366 0.10
H 2.201 4.539 3.957 0.03
H -3.349 -0.458 2.714 -0.04
H -3.427 1.933 3.950 0.01
H -5.818 2.270 -2.688 0.11
H 1.183 1.220 -2.815 0.05
H -0.490 -0.288 1.890 0.06
H -4.035 0.736 -5.060 0.12
H -0.342 -3.856 -4.298 0.21
H 2.500 -2.193 -2.531 0.13
H -2.207 -1.062 6.624 0.17
H 2.686 2.241 -0.814 0.10
H -6.348 2.320 -0.812 0.11
```


(3)
Molecular formula: C35H72N13O23P2S2
Method: DFT, ωB97M-V/def2-TZVPD

Calculated values
- gap between HOMO and LUMO (eV) = 4.8
- spin multiplicity = 1
- net charge = -1
- HOMO (eV) = -4.22

Geometry as XYZ:
```
147
Properties=species:S:1:pos:R:3:lowdin_charge:R:1
S -2.320 -2.999 1.162 0.73
S -1.195 -2.461 -1.581 0.81
P 0.948 4.068 -0.882 0.60
P -0.530 2.884 0.321 0.40
O -6.127 -4.965 -5.679 0.07
O 1.728 -6.692 -2.657 0.07
O 0.492 2.619 1.682 -0.27
O 2.954 -3.289 0.461 0.07
O 4.122 4.696 5.328 0.06
O 7.797 -1.756 -4.721 0.07
O -3.186 -7.851 0.361 0.06
O -7.651 6.989 2.595 0.03
O 7.646 -7.677 -6.488 0.06
O 6.217 4.163 5.442 0.06
O 6.338 -4.223 -1.696 0.05
O -3.272 0.648 -6.202 0.05
O 5.968 -2.889 -4.959 0.04
O -7.576 8.548 1.094 0.06
O -6.057 -2.811 -5.483 0.03
O 5.757 -5.827 -3.027 0.06
O 8.121 -6.343 -4.850 0.05
O -1.090 -8.382 0.461 0.06
O 1.768 -5.145 -4.170 0.06
O -1.347 4.252 0.997 -0.31
O -3.461 1.106 -4.094 0.06
O 2.994 -1.742 -1.054 0.03
O 1.210 5.463 -0.318 -0.56
N -7.511 7.389 1.453 -0.43
N -5.923 -1.886 -1.694 0.01
N -3.724 0.455 -5.086 -0.44
N 6.478 -5.331 -2.182 -0.42
N 1.851 -6.302 -3.802 -0.43
N -6.571 -3.898 -5.303 -0.42
N 7.688 -6.582 -5.960 -0.44
N 3.076 -2.900 -0.685 -0.42
N -3.847 -1.966 -0.843 -0.16
N -1.998 -7.582 0.348 -0.45
N 1.548 4.469 2.926 -0.01
N 6.610 -1.946 -4.533 -0.44
N 5.306 4.964 5.338 -0.44
C -0.786 4.537 2.293 -0.29
C -2.034 1.043 5.638 -0.13
C 0.082 1.213 4.066 -0.18
C 0.256 2.800 4.170 -0.09
C -4.187 -0.607 -0.863 -0.04
C 2.126 -7.321 -4.848 0.05
C 5.684 6.396 5.209 0.04
C -7.233 6.372 0.403 0.06
C 0.402 3.531 2.769 -0.42
C -0.516 0.679 5.446 -0.26
C -1.620 -6.152 0.180 0.01
C -4.401 2.066 2.963 -0.07
C 7.160 -5.431 -6.739 0.05
C -0.716 0.104 -0.586 -0.33
C 4.755 2.335 2.238 -0.24
C 0.054 -1.254 -0.950 -0.47
C -1.795 5.097 3.373 -0.09
C -5.604 4.077 3.842 -0.26
C 4.771 0.879 1.611 -0.12
C -4.381 4.893 3.853 0.00
C -3.192 2.866 2.995 -0.05
C -4.904 -2.702 -1.363 -0.17
C 0.239 1.343 -0.551 -0.37
C -7.855 -3.912 -4.553 0.05
C -2.568 -2.451 -0.365 -1.00
C -3.134 4.276 3.407 -0.17
C -5.536 -0.552 -1.402 -0.11
C 7.629 -6.139 -1.698 0.04
C 2.807 3.981 2.358 -0.22
C -6.919 4.757 4.348 -0.09
C -5.656 2.697 3.394 -0.06
C 3.346 -3.917 -1.732 0.03
C 3.390 2.659 3.000 -0.19
C -4.682 -0.673 -4.920 0.01
C 5.873 -0.946 -3.714 0.06
H 4.295 -3.665 -2.194 0.06
H 6.565 -0.169 -3.405 0.10
H 1.127 0.802 4.027 0.10
H -2.525 -5.560 0.093 0.05
H -1.378 3.116 -0.856 -0.01
H -7.772 4.100 4.016 0.07
H 0.411 1.640 -1.632 0.06
H -6.988 5.750 3.813 0.03
H -2.643 0.647 4.788 0.06
H 1.646 4.820 3.874 0.10
H 7.626 -7.093 -2.218 0.09
H 5.080 -0.534 -4.334 0.11
H 1.314 -7.277 -5.570 0.10
H -5.620 -0.257 -4.559 0.10
H -0.588 3.163 4.809 0.09
H -7.202 5.390 0.867 0.10
H -6.198 0.321 -1.562 0.10
H 7.744 -5.355 -7.653 0.10
H -3.558 0.250 -0.534 0.12
H -0.194 5.467 2.047 0.12
H 8.537 -5.582 -1.918 0.10
H -6.273 6.618 -0.046 0.11
H 0.514 4.186 -2.245 -0.02
H 5.465 -1.467 -2.849 0.09
H 4.777 6.990 5.124 0.10
H 1.215 1.096 -0.054 0.08
H -1.020 -6.076 -0.724 0.10
H 3.506 2.720 4.109 0.09
H -8.568 -3.313 -5.114 0.10
H -1.347 5.149 4.408 0.12
H 6.242 6.669 6.101 0.10
H 3.078 -7.068 -5.310 0.10
H 3.393 -4.897 -1.266 0.09
H -1.452 0.246 -1.432 0.09
H 2.173 -8.299 -4.378 0.10
H 2.533 -3.871 -2.452 0.08
H 4.841 3.045 1.362 0.10
H 7.261 -4.532 -6.139 0.07
H -1.240 -0.106 0.384 0.08
H -4.352 5.955 4.201 0.11
H -6.923 4.940 5.454 0.08
H -1.583 1.958 0.687 0.00
H 0.410 -1.658 0.040 0.07
H -6.579 2.080 3.355 0.09
H 3.578 4.789 2.553 0.12
H -0.549 0.904 3.195 0.10
H 6.113 -5.635 -6.955 0.10
H -4.819 -1.156 -5.877 0.07
H 4.431 0.862 0.539 0.06
H 2.714 1.789 2.776 0.09
H -8.036 6.430 -0.329 0.10
H 2.184 3.326 -0.836 -0.03
H -4.954 -3.798 -1.504 0.13
H -1.049 -5.858 1.057 0.09
H -8.197 -4.940 -4.466 0.09
H 7.502 -6.281 -0.627 0.10
H -2.083 6.142 3.086 0.11
H -2.224 2.148 5.750 0.07
H -2.406 0.580 6.597 0.07
H -4.255 -1.364 -4.197 0.09
H -7.664 -3.482 -3.570 0.09
H 4.116 0.157 2.161 0.07
H 0.089 1.016 6.330 0.10
H 1.192 2.941 4.784 0.11
H -4.320 1.009 2.603 0.10
H -2.232 2.398 2.689 0.07
H -0.455 -0.452 5.424 0.10
H 2.794 3.836 1.252 0.08
H 6.295 6.495 4.315 0.10
H 5.845 0.533 1.592 0.06
H 0.910 -1.080 -1.642 0.07
H 5.642 2.543 2.889 0.09
```


HOMO of number 2 (C24H42N7O7)?
-9.75 eV